1.
This record from OMol25 describes a molecular structure, C41H72IrN5P3S4Te in a non-equilibrium geometry. The level of theory is wB97M-V/def2-TZVPD.

Geometry as XYZ:
```
127
Properties=species:S:1:pos:R:3:lowdin_spin:R:1
Ir 0.90667 1.04570 -0.72690 0.088
C -0.53854 -2.79070 2.58842 0.000
C 0.57297 -2.26313 3.49403 0.000
C 1.71970 -3.27497 3.56983 0.000
P 1.24327 -0.65258 2.87289 0.000
C 2.20601 -0.04807 4.36356 0.000
C 2.33991 1.47401 4.30829 0.000
C 1.68680 -0.47234 5.73581 0.000
C -0.25685 0.41870 2.91351 0.000
C -1.34969 0.15300 3.74787 0.001
C -2.47466 0.96294 3.77471 0.000
C -2.51763 2.08063 2.95390 0.000
C -1.44254 2.36115 2.12927 0.002
C -0.31137 1.54011 2.08272 0.000
N 0.79983 1.89876 1.24977 -0.002
C 1.30042 3.17037 1.47216 0.002
C 0.97510 3.94147 2.62092 0.001
C 1.56424 5.16538 2.85814 0.000
C 2.51977 5.69190 1.98574 0.001
C 2.85592 4.94767 0.87651 0.000
C 2.25371 3.71210 0.60881 0.002
P 2.60878 2.72835 -0.83649 0.004
C 4.26586 2.00525 -0.43689 0.000
C 4.25932 1.58756 1.03846 0.000
C 5.47965 2.88660 -0.72203 0.000
C 3.01138 4.02330 -2.10097 0.001
C 3.39749 3.43152 -3.46564 0.003
C 1.91202 5.06958 -2.29022 0.007
H -0.96999 -3.69984 3.02096 0.000
H -1.34554 -2.07373 2.44019 0.000
H -0.14380 -3.02232 1.60061 0.000
H 0.17709 -2.11385 4.49901 0.000
H 2.08911 -3.50440 2.56604 0.000
H 2.56392 -2.90379 4.15813 0.000
H 1.37744 -4.20883 4.02550 0.000
H 3.20366 -0.47321 4.21692 0.000
H 1.38304 1.94454 4.53541 0.000
H 3.07330 1.81750 5.04347 0.000
H 2.65748 1.82221 3.32214 0.000
H 0.64432 -0.16741 5.87523 0.000
H 1.76111 -1.54801 5.90310 0.000
H 2.28040 0.01994 6.51305 0.000
H -1.31504 -0.69290 4.42195 0.000
H -3.30076 0.72826 4.43777 0.000
H -3.38544 2.73190 2.95486 0.000
H -1.46518 3.24056 1.49770 0.001
H 0.26492 3.55669 3.33676 0.000
H 1.27848 5.72100 3.74526 0.000
H 2.98733 6.64919 2.17600 0.000
H 3.60402 5.33964 0.19691 0.000
H 4.33165 1.10606 -1.05756 0.000
H 4.32087 2.47106 1.67694 0.000
H 3.35137 1.04324 1.30772 0.000
H 5.12323 0.95557 1.24840 0.000
H 6.38203 2.36052 -0.39937 0.000
H 5.59519 3.11742 -1.78226 0.000
H 5.43048 3.82415 -0.15978 0.000
H 3.88500 4.51719 -1.68113 0.000
H 3.98612 2.51502 -3.38191 0.001
H 3.98730 4.16289 -4.02808 0.000
H 2.50883 3.19231 -4.04480 0.001
H 1.06761 4.64841 -2.82710 0.006
H 1.54712 5.47320 -1.34702 0.001
H 2.30643 5.89875 -2.88488 0.000
S 1.42701 0.85445 -3.17538 0.044
S -0.27619 1.43357 -4.04976 0.113
S -0.92863 3.08935 -3.08478 0.301
S -0.70113 2.79518 -1.15028 0.390
N -0.34414 -0.58509 -0.96972 0.009
P -1.68029 -1.18922 -1.36113 0.002
N -1.99184 -2.62563 -0.48357 0.001
C -1.14390 -3.74098 -0.95179 0.000
C -1.07429 -4.92472 0.01568 0.000
C -2.44512 -5.22384 0.65233 0.000
C -3.55370 -4.52651 -0.13017 0.000
C -3.34978 -3.01711 -0.05708 0.000
N -1.83752 -1.64832 -2.96807 0.003
C -3.10276 -2.19629 -3.49121 0.000
C -2.86125 -3.40222 -4.39037 0.000
C -2.01748 -3.00613 -5.61738 0.000
C -1.04716 -1.86356 -5.26142 0.001
C -0.66751 -1.94760 -3.79020 0.001
N -3.08873 -0.33299 -1.11794 0.003
C -3.28328 0.18119 0.24366 0.003
C -4.77393 0.30736 0.52174 0.000
C -5.42027 1.31493 -0.46180 0.000
C -4.46551 1.65775 -1.61165 0.002
C -3.80189 0.40879 -2.17433 0.000
H -0.14250 -3.34376 -1.11737 0.000
H -1.50057 -4.11211 -1.92030 0.000
H -0.33470 -4.73858 0.79288 0.000
H -0.72722 -5.78992 -0.55636 0.000
H -2.47347 -4.84588 1.67805 0.000
H -2.61225 -6.30123 0.70182 0.000
H -4.53437 -4.75744 0.29162 0.000
H -3.55571 -4.86975 -1.17162 0.000
H -3.49202 -2.71676 0.99043 0.000
H -4.11155 -2.50109 -0.63924 0.000
H -3.62305 -1.43330 -4.08012 0.000
H -3.75398 -2.46654 -2.66074 0.000
H -3.82517 -3.80904 -4.70124 0.000
H -2.34923 -4.18214 -3.82428 0.000
H -2.67141 -2.69822 -6.43639 0.000
H -1.45560 -3.87592 -5.96367 0.000
H -1.51884 -0.89378 -5.44206 0.001
H -0.14735 -1.90758 -5.88027 0.000
H 0.11480 -1.24520 -3.53127 0.001
H -0.28202 -2.96074 -3.59053 0.000
H -2.79623 1.14224 0.36492 0.005
H -2.80169 -0.50146 0.94603 0.000
H -4.93043 0.61353 1.55825 0.000
H -5.23031 -0.67912 0.40333 0.000
H -5.68915 2.23591 0.06135 0.000
H -6.34613 0.90031 -0.86712 0.000
H -3.69359 2.34549 -1.25055 0.003
H -4.99655 2.16773 -2.41826 0.000
H -3.11683 0.66983 -2.98548 0.000
H -4.58569 -0.22552 -2.60536 0.000
C 2.43432 -2.13801 -2.21084 -0.001
Te 2.02472 -1.31564 -0.30173 -0.001
C 4.10255 -1.45917 0.18722 -0.001
H 2.89660 -1.41521 -2.87971 0.000
H 1.48839 -2.46724 -2.62476 0.000
H 3.09269 -2.99200 -2.05257 0.000
H 4.33844 -2.51807 0.29803 0.000
H 4.29193 -0.94172 1.11953 0.000
H 4.71178 -1.02842 -0.60928 0.000
```

Properties
Total charge: 0
Multiplicity: 2
<S²>: 0.7567
Energy, eV: -132478.618
ΔE to the lowest compared entry with this formula, charge and spin, kcal per mole: 0.00
Frontier orbital gap (spin up / spin down), eV: 6.84 / 4.77

2.
This record from OMol25 describes a molecular structure, C21H35BrClF7N2O8S3 in a non-equilibrium geometry. The level of theory is wB97M-V/def2-TZVPD.

Geometry as XYZ:
```
78
Properties=species:S:1:pos:R:3:lowdin_charge:R:1
C 3.82335 -2.22562 -0.11218 -0.098
C 3.93685 -1.16655 -1.22304 -0.256
C 5.32834 -0.52820 -1.36753 -0.200
C 5.96733 -0.01981 -0.04831 -0.214
C 6.32416 1.47616 -0.05146 -0.215
C 5.11029 2.41843 -0.21509 -0.202
C 3.93869 2.02621 0.70178 -0.183
C 3.22218 3.23374 1.37679 -0.169
C 1.72429 3.31337 0.99014 -0.209
C 0.80147 2.74499 2.07917 -0.193
C -0.68624 3.10582 1.88596 -0.152
C -1.08481 2.92449 0.39747 -0.095
C -2.46703 2.41038 0.20092 -0.073
N -3.31737 3.17294 -0.39054 0.177
C -4.60182 2.44790 -0.52417 -0.790
O -5.41187 2.82791 0.51755 -0.004
Br -5.43035 3.20627 -2.15040 0.923
C -4.14126 0.95674 -0.57661 -0.187
S -5.53580 -0.19792 -0.41907 0.756
O -6.44343 0.22827 0.57592 -0.214
O -5.12581 -1.52995 -0.18778 -0.207
C -6.54173 -0.24655 -2.01559 -0.513
F -7.22853 -1.34452 -1.88749 0.180
F -7.40092 0.74069 -2.07232 0.132
C -5.67884 -0.39192 -3.32330 -0.634
F -5.70482 0.70327 -4.03300 0.162
F -6.23469 -1.31557 -4.07079 0.210
F -4.45420 -0.78200 -3.07556 0.195
C -3.05908 1.04032 0.55466 -0.398
O -3.68337 0.96425 1.79820 -0.002
C -1.84963 -0.00209 0.56010 -0.482
Cl -1.51181 -0.45080 2.28192 0.762
C -2.09527 -1.31108 -0.25010 -0.240
C -2.38170 -2.58144 0.56412 -0.139
H 2.86306 -2.73751 -0.18707 0.041
H 4.62645 -2.95844 -0.13549 0.090
H 3.79082 -1.70143 0.84589 0.065
H 3.14503 -0.42069 -1.11461 0.082
H 3.71562 -1.68115 -2.16545 0.102
H 5.21177 0.34730 -2.01918 0.093
H 6.00614 -1.19339 -1.90096 0.107
H 6.89564 -0.58149 0.08862 0.108
H 5.35726 -0.27981 0.81392 0.080
H 7.04512 1.62184 -0.86211 0.108
H 6.86659 1.71921 0.86796 0.108
H 5.44822 3.44555 -0.05791 0.100
H 4.84861 2.36336 -1.27627 0.099
H 4.36927 1.44092 1.51415 0.106
H 3.24749 1.40701 0.13103 0.091
H 3.68997 4.14005 0.99084 0.098
H 3.35589 3.16155 2.45439 0.106
H 1.42278 4.32550 0.69872 0.112
H 1.62771 2.67138 0.11002 0.093
H 1.14812 3.05546 3.06332 0.118
H 0.86315 1.65238 2.01380 0.111
H -0.75351 4.17719 2.09087 0.120
H -1.31363 2.54658 2.57795 0.100
H -0.41906 2.23267 -0.12399 0.123
H -1.00021 3.87012 -0.14048 0.132
H -3.09018 4.10660 -0.71782 0.179
H -6.23758 3.19068 0.16502 0.095
H -3.57970 0.94121 -1.51495 0.145
H -3.89518 1.84642 2.13950 0.131
H -0.91123 0.42708 0.22998 0.080
H -1.14817 -1.53080 -0.74948 0.118
H -2.83962 -1.21302 -1.04168 0.077
H -3.21622 -2.46488 1.25162 0.063
H -1.47380 -2.95760 1.01974 0.057
H -2.70783 -3.31647 -0.17412 0.091
N 1.27933 -6.84165 -0.22809 -0.303
S 1.35565 -5.28897 0.03078 0.473
O 2.18205 -4.86108 1.11398 -0.293
O 0.15626 -4.54201 -0.20070 -0.307
F 2.24499 -4.88436 -1.23410 -0.205
S 0.50833 -7.62613 0.90192 0.465
O 0.72676 -9.03196 0.82973 -0.291
O -0.82387 -7.19465 1.18549 -0.296
F 1.30508 -7.23066 2.22490 -0.200
```

Properties
Total charge: 0
Multiplicity: 1
Energy, eV: -175792.212
Frontier orbital gap, eV: 4.99

3.
This record from OMol25 describes a single C4H6OS molecule in a non-equilibrium geometry. The level of theory is wB97M-V/def2-TZVPD.

Geometry as XYZ:
```
12
Properties=species:S:1:pos:R:3:lowdin_charge:R:1
C -0.19309 1.64674 0.26078 -0.036
C 2.50006 -0.32951 1.14449 -0.275
C 0.41488 0.76193 -0.53123 -0.825
C -0.08705 -0.25740 -1.51285 -0.119
O 3.57808 -0.78362 1.17890 0.037
S 2.08952 0.91459 -0.58725 0.847
H 0.35355 2.40492 0.81650 0.059
H -1.23703 1.56634 0.32399 0.044
H 1.63979 -0.62097 1.68533 0.076
H 0.77339 -0.65249 -1.95073 0.021
H -0.69435 -0.98713 -0.95684 0.089
H -0.75714 0.22959 -2.21481 0.082
```

Properties
Total charge: 0
Multiplicity: 1
Energy, eV: -17125.629
ΔE to the lowest compared entry with this formula, charge and spin, kcal per mole: 57.67
Frontier orbital gap, eV: 9.01